# C4H6N2O

An isolated molecule of C4H6N2O (ωB97M-V/def2-TZVPD, the OMol25 dataset).

```
13
Properties=species:S:1:pos:R:3:forces:R:3:mulliken_charge:R:1
H -2.1669 1.5328 -0.8061 0.1 0.0 -0.1 0.2516
N -1.9198 0.6054 -0.4709 0.2 0.2 0.1 -0.7638
C -0.6999 0.5042 -0.1151 -0.2 -0.1 0.0 0.6161
C 0.5066 1.3208 -0.1310 0.1 0.0 -0.1 -0.5183
C 1.5489 0.4634 0.0411 -0.1 0.0 0.0 -0.4877
N 1.1647 -0.8345 0.2112 0.0 0.0 -0.1 -0.1566
C -0.2721 -0.8623 0.4118 0.1 0.2 0.1 0.1141
O -0.9246 -1.9075 -0.2189 -0.1 0.0 -0.1 -0.5595
H 0.5857 2.3729 -0.3660 0.0 -0.2 0.0 0.3747
H 2.6079 0.7054 0.0319 -0.2 0.0 0.0 0.3822
H 1.7768 -1.5676 0.5266 -0.1 0.2 0.1 0.2055
H -0.4944 -0.8517 1.4939 0.1 -0.2 -0.1 0.2059
H -1.7128 -1.4812 -0.6085 0.1 -0.2 0.0 0.3357
```
Forces are in eV/Å.

Output
Structure (SMILES): [H]/N=C1\C=CN[C@@H]1O
LUMO level (eV): 0.80
Total charge: 0


# C4H6N2O

A 2-piece molecular cluster, C4H6N2O overall in a non-equilibrium geometry (ωB97M-V/def2-TZVPD, the OMol25 dataset).

```
13
Properties=species:S:1:pos:R:3:forces:R:3:mulliken_charge:R:1
C 1.6011 -0.6999 0.4274 1.0 0.5 -1.7 -0.5556
C 1.8548 0.6320 -0.0144 1.3 0.8 -0.2 -0.2474
C 0.4055 -1.0226 -0.0559 -1.9 -1.2 1.0 -0.3155
C 0.7466 1.1264 -0.5958 0.6 3.0 0.1 -0.3348
N -0.1621 0.1314 -0.6539 -1.0 -2.7 1.2 0.5102
N -2.5732 -0.3776 0.6070 0.4 -0.8 0.4 -0.4619
O -1.3893 0.0970 -0.9909 -0.7 0.8 -0.6 -0.4863
H 2.3425 -1.4152 0.6118 0.8 -0.8 1.1 0.3744
H 2.7943 1.1786 -0.0984 -0.2 -0.3 0.6 0.3664
H -0.1811 -1.9178 0.2849 0.3 1.2 -1.2 0.3289
H 0.6508 2.2119 -0.8276 -0.6 -1.4 -0.4 0.3576
H -3.5058 -0.4481 0.2143 -0.2 0.1 -0.6 0.2313
H -2.5842 0.5039 1.0916 0.1 0.8 0.2 0.2329
```
Forces are in eV/Å.

Output
LUMO level (alpha / beta) (eV): -0.07 / -1.05
Total charge: 0


# C4H6N2O

A 2-piece molecular cluster, C4H6N2O overall (ωB97M-V/def2-TZVPD, the OMol25 dataset).

```
13
Properties=species:S:1:pos:R:3:forces:R:3:mulliken_charge:R:1
H 1.5770 -2.8304 -0.2752 0.0 0.1 0.0 0.2599
N 1.6133 -1.8665 -0.6160 -0.3 0.0 0.2 -0.6157
C 0.6883 -1.1770 -0.0857 0.2 -0.2 -0.1 0.6478
C -0.3800 -1.4671 0.8800 -0.1 0.1 0.1 -0.4224
C -1.0581 -0.3230 1.0746 0.0 -0.2 0.0 -0.5011
N -0.5455 0.7313 0.3206 0.0 0.1 0.0 0.0155
C 0.5331 0.3046 -0.4385 0.4 0.5 -0.6 0.2442
O 1.1897 0.9714 -1.2074 -0.5 -0.5 0.6 -0.5179
H -0.5827 -2.4209 1.3474 0.0 0.2 -0.1 0.3501
H -1.9109 -0.1470 1.7199 0.1 0.0 -0.1 0.3753
H -0.8979 1.6746 0.3083 0.1 -0.1 0.0 0.1896
H 0.0369 2.9505 -1.6198 0.0 0.1 0.0 -0.1819
H -0.2632 3.5995 -1.4082 0.0 0.0 0.0 0.1565
```
Forces are in eV/Å.

Output
Structure (SMILES): [H]/N=C1\C=CNC1=O.[H][H]
LUMO level (eV): -0.31
Total charge: 0


# C4H6N2O

A 2-piece molecular cluster, C4H6N2O overall in a non-equilibrium geometry (ωB97M-V/def2-TZVPD, the OMol25 dataset).

```
13
Properties=species:S:1:pos:R:3:forces:R:3:mulliken_charge:R:1
H -1.0944 -1.0096 2.3768 -1.2 0.2 -0.2 0.3148
N -1.0485 0.0028 2.3245 1.8 0.3 -0.2 -0.5703
C -0.3354 0.5656 1.4935 0.2 -1.3 -1.4 0.1108
C -0.7632 0.6076 -0.1523 -1.1 1.4 0.9 -0.2582
N -0.4748 1.7135 -0.7419 0.2 -0.2 1.4 -0.5354
H -1.2867 2.1932 -1.1334 0.1 -0.6 -0.9 0.2743
H 0.6527 1.0140 1.5578 -0.2 1.0 0.5 0.3890
H -1.7811 0.1992 -0.2029 0.1 -0.4 -0.3 0.4076
C 1.2360 -1.0328 -1.6266 -1.2 1.7 -0.6 -0.8806
C 0.8091 -0.8705 -0.3722 3.4 -2.7 1.7 0.6644
O 1.1271 -1.2816 0.7279 -1.5 1.1 -1.2 -0.5141
H 2.0014 -1.7593 -1.8482 -0.1 -0.2 0.4 0.3025
H 0.9577 -0.3422 -2.4030 -0.2 -0.1 -0.1 0.2952
```
Forces are in eV/Å.

Output
Structure (SMILES): [H]/N=C\C=N\[H].C=C=O
LUMO level (eV): -1.51
Total charge: 0


# C4H6N2O

An isolated molecule of C4H6N2O (ωB97M-V/def2-TZVPD, the OMol25 dataset).

```
13
Properties=species:S:1:pos:R:3:forces:R:3:mulliken_charge:R:1
C 2.2452 -0.0247 -0.1185 0.3 -0.1 -0.1 -0.7848
O 1.3046 0.6441 -0.9305 -0.4 0.1 0.0 -0.2981
C 0.0863 0.3411 -0.6829 0.3 0.0 0.1 0.7262
C -0.1872 -0.5336 0.4589 0.0 -0.1 -0.1 -0.3775
N -1.5581 -0.1870 0.6923 -0.2 0.0 0.0 -0.1081
C -1.9310 0.7155 -0.2473 -0.1 0.0 0.1 -0.1942
N -0.9932 1.0687 -1.0893 0.0 -0.2 0.2 -0.5871
H 3.2195 0.4032 -0.3426 -0.1 -0.1 0.0 0.1914
H 2.2119 -1.1042 -0.2967 0.0 0.1 0.1 0.2084
H 0.7336 -0.1802 1.1152 -0.1 0.0 0.0 0.3287
H -0.0158 -1.6124 0.3773 0.0 0.2 0.0 0.2904
H -2.1817 -0.6570 1.3264 0.1 0.1 -0.1 0.2092
H -2.9342 1.1266 -0.2623 0.1 -0.1 0.0 0.3955
```
Forces are in eV/Å.

Output
LUMO level (alpha / beta) (eV): 0.53 / 0.53
Total charge: 0


# C4H6N2O

C4H6N2O as an isolated structure (ωB97M-V/def2-TZVPD, the OMol25 dataset).

```
13
Properties=species:S:1:pos:R:3:forces:R:3:mulliken_charge:R:1
N -1.7069 -1.5372 0.2616 0.4 0.0 0.2 -0.6146
C -0.5377 -1.1813 0.5125 -0.5 -0.1 -0.3 0.5562
O 0.3320 -1.5663 1.5731 0.0 -0.1 0.1 -0.4170
C 1.2437 -0.6656 0.9827 0.2 0.1 -0.1 -0.2304
C 0.4930 -0.2696 -0.0497 0.1 0.0 0.2 0.2292
C 0.4465 0.7783 -1.1071 0.1 -0.1 -0.1 -0.7385
N -0.4298 1.8904 -0.7361 -0.1 0.0 0.1 -0.6383
H -2.0411 -2.2197 0.9437 0.0 0.1 0.0 0.2920
H -0.1673 2.2073 0.1950 -0.1 0.1 -0.2 0.2659
H 2.2172 -0.4981 1.4263 -0.1 0.0 -0.1 0.3593
H 0.0797 0.3546 -2.0485 0.1 0.0 0.2 0.3192
H 1.4531 1.1644 -1.3016 -0.1 -0.1 0.1 0.3413
H -1.3824 1.5428 -0.6519 0.1 0.1 0.0 0.2758
```
Forces are in eV/Å.

Output
LUMO level (eV): 0.71
Total charge: 0


Calculated relative energy (zero: lowest compared OMol25 entry of this formula, charge and spin) (kJ/mol), listed in the same order as above: 130.9, 616.2, 197.1, 675.6, 393.3, 262.6